No. 1
One molecule with the formula C38H47Br2N9O5. Source: OMol25; level of theory: the ωB97M-V functional and the def2-TZVPD basis.

Element x y z (Å)
Br (5.202, -0.470, -0.278)
Br (2.485, 4.430, -1.063)
O (-1.924, -1.546, 0.202)
O (0.614, 0.638, 0.657)
O (1.400, -1.025, 3.297)
O (-3.996, 0.472, 1.239)
O (4.161, 2.050, -1.739)
N (-0.047, -2.760, 0.358)
N (-5.719, -2.599, 1.509)
N (5.029, -5.003, -2.857)
N (-5.908, -0.042, 0.168)
N (2.477, -2.318, -0.883)
N (-0.130, 1.981, 2.317)
N (-0.770, -0.624, 2.787)
N (-0.508, 2.519, 0.078)
N (-4.562, 1.684, -0.613)
C (-3.181, -3.552, 2.841)
C (1.258, -1.825, -1.486)
C (0.485, -0.255, 3.087)
C (-8.097, -0.063, -3.362)
C (-6.648, -0.068, -0.998)
C (0.024, 1.655, 0.991)
C (4.058, -4.175, -0.833)
C (4.048, 0.905, 0.389)
C (-2.208, 1.324, -1.185)
C (2.486, 2.945, 1.361)
C (-1.179, -1.971, 2.430)
C (-4.567, -3.050, 0.735)
C (-5.642, 2.135, -1.471)
C (2.071, 1.720, 3.499)
C (3.741, 1.963, -0.466)
C (3.278, -3.232, -1.521)
C (1.168, -3.208, 1.003)
C (0.090, -2.740, -1.089)
C (3.434, -3.222, -2.917)
C (-3.616, -4.022, 1.449)
C (4.303, -4.111, -3.514)
C (-3.266, 2.339, -0.731)
C (-8.220, -1.119, -2.473)
C (-0.818, 1.957, -1.225)
C (-1.424, 3.591, 0.404)
C (-7.495, -1.131, -1.296)
C (0.599, 1.264, 3.338)
C (-2.843, 3.045, 0.565)
C (-6.533, 1.000, -1.885)
C (-7.250, 0.993, -3.068)
C (-2.624, -2.129, 2.914)
C (2.953, 2.983, 0.063)
C (3.548, 0.826, 1.673)
C (2.743, 1.843, 2.167)
C (-1.075, -2.077, 0.901)
C (2.327, -2.306, 0.554)
C (-4.761, 0.702, 0.314)
C (4.897, -5.012, -1.540)
H (-2.195, 0.479, -0.494)
H (1.066, -0.825, -1.088)
H (3.761, -0.034, 2.287)
H (-2.436, -4.252, 3.228)
H (-4.947, -3.528, -0.173)
H (2.085, 2.682, 4.016)
H (-1.386, 4.301, -0.428)
H (-8.662, -0.060, -4.282)
H (-2.741, -4.155, 0.812)
H (4.014, -4.274, 0.239)
H (3.251, -2.597, 1.048)
H (2.078, -1.283, 0.851)
H (-7.571, -1.953, -0.601)
H (-5.399, -2.186, 2.380)
H (-4.001, -2.167, 0.434)
H (-5.971, -0.874, 0.763)
H (-3.238, -1.434, 2.340)
H (1.901, 3.774, 1.729)
H (0.084, 1.446, 4.291)
H (-2.473, 0.945, -2.174)
H (0.283, -3.761, -1.437)
H (-8.881, -1.941, -2.702)
H (1.356, -4.245, 0.697)
H (5.496, -5.748, -1.018)
H (-2.640, -1.809, 3.960)
H (-4.099, -4.999, 1.558)
H (2.902, -2.520, -3.537)
H (1.338, -1.774, -2.570)
H (2.574, 0.973, 4.113)
H (-3.367, 3.104, -1.510)
H (-1.106, 4.132, 1.298)
H (-4.043, -3.609, 3.513)
H (-0.846, -2.376, -1.512)
H (-6.243, 2.896, -0.941)
H (-5.215, 2.612, -2.357)
H (1.097, -3.157, 2.085)
H (-1.434, 0.083, 2.502)
H (-2.872, 2.323, 1.381)
H (4.701, 1.278, -1.969)
H (-0.065, 1.206, -1.464)
H (-0.431, 2.910, 2.559)
H (-0.525, -2.674, 2.948)
H (4.430, -4.109, -4.589)
H (-0.765, 2.762, -1.964)
H (-6.315, -3.386, 1.747)
H (-3.540, 3.855, 0.789)
H (-7.153, 1.820, -3.756)

Values from the calculation:
HOMO energy ... -0.2867 hartree
Kohn-Sham gap ... 8.175 eV
Lowest unoccupied orbital energy ... 0.372 eV
Relative energy (zero: lowest compared OMol25 entry of this formula, charge and spin) ... 32.1 kJ/mol

***

No. 2
C21H22N6O7PSTi as an isolated structure in a non-equilibrium geometry. Source: OMol25; level of theory: the ωB97M-V functional and the def2-TZVPD basis.

Element x y z (Å)
Ti (0.079, -0.009, 0.790)
S (-0.623, -1.476, 3.004)
P (3.306, -0.907, 1.071)
O (1.788, -0.900, 1.106)
O (1.699, -0.025, -1.952)
O (-0.714, -1.984, 1.613)
O (-2.810, -1.910, -7.242)
O (-0.303, -0.436, -1.003)
O (-0.920, -1.412, -8.135)
O (0.583, -1.728, 3.733)
N (-0.805, 0.122, 2.805)
N (1.290, 3.016, 0.576)
N (-5.005, -3.799, 6.181)
N (-1.870, 0.811, 0.902)
N (-3.200, 0.380, 2.813)
N (-1.646, -1.588, -7.184)
C (0.214, -0.822, -5.743)
C (-4.270, 0.679, 2.088)
C (-3.204, -2.216, 5.929)
C (-2.034, 0.456, 2.182)
C (3.982, 0.730, 1.027)
C (-1.941, -2.166, 3.897)
C (0.532, -0.339, -2.014)
C (-2.196, -1.668, 5.170)
C (-2.696, -3.208, 3.380)
C (-3.971, -3.276, 5.429)
C (-1.389, -1.123, -3.478)
C (-3.705, -3.763, 4.147)
C (-4.208, 1.042, 0.750)
C (3.926, -1.787, -0.341)
C (3.895, -1.736, 2.530)
C (0.718, -0.528, -4.484)
C (-2.953, 1.083, 0.185)
C (-1.089, -1.262, -5.825)
C (0.863, 1.942, 0.646)
C (-0.082, -0.678, -3.361)
C (-1.909, -1.424, -4.732)
H (-5.355, -4.705, 5.927)
H (5.018, -1.786, -0.326)
H (3.348, -1.340, 3.386)
H (3.676, -2.801, 2.451)
H (1.732, -0.174, -4.360)
H (-2.921, -1.776, -4.863)
H (-3.414, -1.823, 6.917)
H (-1.612, -0.842, 5.556)
H (3.675, 1.214, 0.099)
H (3.563, -2.815, -0.306)
H (-2.498, -3.578, 2.382)
H (5.071, 0.699, 1.101)
H (4.968, -1.588, 2.663)
H (-5.227, 0.620, 2.595)
H (-5.001, -3.612, 7.168)
H (3.563, -1.301, -1.246)
H (-5.094, 1.274, 0.179)
H (3.564, 1.309, 1.851)
H (-4.299, -4.578, 3.751)
H (0.809, -0.712, -6.637)
H (-1.994, -1.240, -2.589)
H (-2.791, 1.341, -0.855)

Values from the calculation:
HOMO energy (alpha / beta) ... -0.2828 / -0.3158 hartree
Kohn-Sham gap (alpha / beta) ... 7.236 / 8.145 eV
Lowest unoccupied orbital energy (alpha / beta) ... -0.459 / -0.448 eV
Relative energy (zero: lowest compared OMol25 entry of this formula, charge and spin) ... 44.0 kJ/mol
Spin multiplicity ... 2
Expectation value of S² ... 0.7531

***

No. 3
C33H57BeN13 as an isolated structure. Source: OMol25; level of theory: the ωB97M-V functional and the def2-TZVPD basis.

Element x y z (Å)
N (-3.212, -1.869, 0.812)
N (0.375, -7.152, -0.317)
N (0.487, -2.115, -0.147)
N (0.397, 1.060, 1.051)
N (-2.161, -2.728, 2.685)
N (-1.488, -1.077, -2.908)
N (-2.466, 1.024, -2.989)
N (2.637, 0.083, -3.195)
N (-1.178, -0.956, 1.484)
N (2.528, -6.877, 0.205)
N (4.472, 0.076, -1.733)
N (2.259, 0.260, -0.923)
N (-1.010, 0.448, -1.214)
C (-2.466, 1.076, -4.448)
C (3.185, -9.327, 0.296)
C (2.626, -10.574, 0.131)
C (-0.726, 1.945, 0.652)
C (-3.822, -0.686, 0.253)
C (0.426, -9.668, -0.364)
C (-2.152, -1.821, 1.669)
C (1.323, -6.289, -0.071)
C (-0.172, -4.388, -0.491)
C (2.754, 0.852, 0.308)
C (-3.432, 1.920, -2.368)
C (1.679, 1.783, 0.816)
C (1.692, -2.552, 0.232)
C (-0.425, -3.041, -0.494)
C (-3.901, -3.113, 0.507)
C (-3.384, -3.098, 3.388)
C (3.322, -0.673, -4.230)
C (5.099, -0.687, -0.668)
C (-1.637, 0.158, -2.331)
C (-0.182, -1.628, -3.237)
C (0.975, -8.391, -0.202)
C (1.769, 1.142, -3.679)
C (3.117, 0.141, -1.900)
C (2.026, -3.893, 0.285)
C (0.286, 0.691, 2.488)
C (-0.305, -0.705, 2.626)
C (2.328, -8.241, 0.123)
C (1.085, -4.848, -0.089)
C (-0.862, 1.872, -0.852)
C (-0.979, -3.483, 3.077)
C (5.407, 0.691, -2.665)
C (1.263, -10.744, -0.195)
C (-2.585, -1.723, -3.615)
Be (-0.074, -0.402, -0.014)
H (2.406, -1.796, 0.520)
H (0.527, -1.416, 2.651)
H (1.972, 2.278, 1.744)
H (6.149, 1.251, -2.093)
H (3.013, -4.167, 0.633)
H (-0.928, -5.103, -0.787)
H (3.970, -1.420, -3.779)
H (-4.031, -3.188, -0.576)
H (-2.240, 2.094, -4.771)
H (3.401, -6.422, 0.405)
H (-3.533, -1.249, -3.372)
H (-2.630, -2.770, -3.308)
H (-1.396, -2.659, -0.783)
H (5.932, -0.048, -3.273)
H (3.917, -0.043, -4.897)
H (2.343, 1.927, -4.185)
H (-3.196, -3.052, 4.461)
H (2.581, -1.192, -4.841)
H (-4.867, -0.620, 0.571)
H (5.710, -0.048, -0.026)
H (5.747, -1.453, -1.101)
H (3.246, -11.451, 0.255)
H (-3.438, 0.794, -4.858)
H (-1.705, 0.416, -4.854)
H (-3.803, -0.727, -0.838)
H (-1.688, 2.501, -1.158)
H (1.226, 1.575, -2.846)
H (4.889, 1.391, -3.315)
H (-1.219, -4.548, 3.059)
H (-3.709, -4.111, 3.142)
H (-3.289, 0.198, 0.588)
H (-0.310, 1.444, 3.007)
H (1.281, 0.706, 2.930)
H (4.230, -9.205, 0.547)
H (-0.836, -0.805, 3.574)
H (-0.158, -2.699, -3.042)
H (-4.179, -2.396, 3.153)
H (4.351, -1.182, -0.058)
H (0.035, 2.272, -1.331)
H (-0.168, -3.315, 2.375)
H (1.524, 2.561, 0.069)
H (3.661, 1.438, 0.134)
H (-3.593, 1.661, -1.328)
H (-0.619, -9.790, -0.614)
H (0.605, -1.137, -2.672)
H (-4.891, -3.162, 0.967)
H (0.877, -11.747, -0.312)
H (-1.631, 1.576, 1.131)
H (3.004, 0.117, 1.087)
H (-2.445, -1.700, -4.699)
H (-3.313, -3.964, 0.843)
H (-0.647, -3.223, 4.085)
H (1.052, 0.742, -4.399)
H (-0.548, 2.968, 0.992)
H (0.011, -1.491, -4.308)
H (-3.134, 2.969, -2.435)
H (-4.383, 1.813, -2.894)

Values from the calculation:
HOMO energy ... -0.4569 hartree
Kohn-Sham gap ... 7.308 eV
Lowest unoccupied orbital energy ... -5.126 eV
Total charge ... +2

***

No. 4
One molecule with the formula C5H7NO2 in a non-equilibrium geometry. Source: OMol25; level of theory: the ωB97M-V functional and the def2-TZVPD basis.

Element x y z (Å)
O (-1.368, -3.251, -1.602)
O (0.272, 0.659, -1.306)
N (0.167, -1.675, -0.796)
C (0.425, -0.361, -0.375)
C (-0.669, -2.402, -1.236)
C (-0.897, 1.650, 0.708)
C (1.619, -0.307, 0.541)
C (-0.764, 0.598, -0.363)
H (-1.565, 2.442, 0.369)
H (1.855, 0.724, 0.793)
H (0.065, 2.091, 0.954)
H (-1.330, 1.200, 1.605)
H (1.413, -0.864, 1.454)
H (-1.700, 0.244, -0.786)
H (2.478, -0.749, 0.041)

Values from the calculation:
HOMO energy ... -0.3584 hartree
Kohn-Sham gap ... 10.502 eV
SMILES ... C[C@H]1O[C@]1(C)N=C=O
Lowest unoccupied orbital energy ... 0.750 eV
Relative energy (zero: lowest compared OMol25 entry of this formula, charge and spin) ... 104.7 kJ/mol